8
Properties=species:S:1:pos:R:3:forces:R:3 method="wB97M-V/def2-TZVPD" total_energy_ha=-229.0472 gap_ev=10.84 fmax_ev_per_a=3.28 multiplicity=1 relative_energy_kj_mol=156.0 total_charge=0 e_lumo_ev=0.81
C 0.712 -0.777 -0.358 -0.023 0.305 0.246
C -1.246 1.558 0.708 0.179 1.506 0.881
O -0.670 -0.776 -0.615 -1.910 0.954 1.175
O -0.861 2.520 1.159 -0.322 -0.882 -0.498
H -1.206 -0.165 0.029 1.961 -1.829 -1.893
H 0.930 -1.020 0.688 0.132 -0.040 -0.076
H 1.167 -1.527 -1.005 -0.062 -0.025 0.089
H 1.174 0.187 -0.605 0.044 0.012 0.075